85
Properties=species:S:1:pos:R:3:forces:R:3 method="wB97M-V/def2-TZVPD" e_tot_ev=-93113.437
C 3.420 4.187 1.730 0.23 0.21 -0.52
C 3.240 3.930 0.379 -0.51 -1.09 0.86
Si 1.509 3.970 -0.314 1.65 -0.99 0.79
I 1.028 1.706 -1.185 -0.38 0.18 0.02
C 1.596 5.249 -1.715 -0.01 -0.52 -0.46
C 1.278 4.653 -3.090 -0.50 0.49 -0.21
F 2.324 3.856 -3.526 0.05 -0.06 0.18
O 0.525 4.421 0.967 -0.81 -0.43 -1.55
Si -1.137 4.490 0.758 0.02 1.15 1.77
C -1.739 5.472 -0.744 -0.67 -0.09 -0.35
O -3.173 5.282 -0.745 0.48 -0.60 0.64
O -3.653 5.264 -2.063 -0.23 0.63 -0.85
P -2.190 2.503 0.694 -0.37 -0.79 -2.28
N -2.592 2.085 -0.798 0.04 0.33 0.20
C -1.783 5.415 2.274 -0.06 -0.92 -0.33
C -2.517 4.757 3.255 -0.05 -0.11 0.24
C -2.954 5.473 4.352 -0.06 -0.54 -0.16
C -2.626 6.805 4.422 -0.32 0.68 1.22
N -1.910 7.476 3.531 -0.12 -0.21 -0.13
C -1.531 6.761 2.486 0.65 0.41 -0.92
H 3.759 5.164 2.092 1.87 -0.80 -0.01
H 3.239 3.415 2.486 -2.01 0.83 0.18
H 4.102 3.690 -0.255 0.00 2.21 -0.61
H 0.974 6.131 -1.533 -0.04 -0.15 0.07
H 2.630 5.605 -1.790 -0.10 -0.01 0.29
H 0.364 4.048 -3.088 0.17 -0.07 0.03
H 1.144 5.433 -3.848 0.09 0.02 0.16
H -1.371 5.105 -1.707 0.26 0.22 0.14
H -1.571 6.551 -0.626 0.43 -0.17 -0.23
H -3.416 4.406 -2.455 -0.04 -0.23 0.58
H -1.294 1.524 1.200 -0.42 0.24 0.75
H -3.398 2.553 1.426 0.59 -0.13 0.71
H -2.308 2.799 -1.459 0.07 -0.19 -0.10
H -2.746 3.699 3.208 0.04 0.04 -0.12
H -3.524 4.995 5.139 0.02 0.11 -0.01
H -2.956 7.356 5.304 0.09 0.11 -0.21
H -0.953 7.286 1.721 -0.07 0.14 0.23
C -4.514 -0.720 -0.026 -0.05 0.02 -0.02
C -4.824 -0.129 1.195 0.05 -0.05 0.00
C -4.569 -0.801 2.379 -0.05 0.18 -0.06
C -4.015 -2.076 2.347 0.04 -0.11 -0.09
C -3.726 -2.678 1.121 -0.01 0.04 0.13
C -3.968 -1.991 -0.063 -0.05 0.11 -0.08
C -3.175 -4.059 1.063 0.07 -0.12 -0.29
O -2.918 -4.582 -0.003 0.01 0.01 0.03
C -2.952 -4.789 2.341 -0.05 0.07 0.12
C -2.491 -6.099 2.307 0.06 -0.17 0.03
C -2.267 -6.784 3.490 -0.01 0.05 0.05
C -2.495 -6.161 4.712 0.00 0.00 -0.07
C -2.959 -4.857 4.752 0.04 -0.13 0.13
C -3.198 -4.169 3.569 0.02 -0.03 -0.13
C -3.730 -2.780 3.627 -0.07 0.16 0.28
O -3.930 -2.235 4.694 0.01 -0.02 -0.03
H -4.703 -0.186 -0.947 0.07 0.04 0.03
H -5.261 0.861 1.220 -0.01 -0.02 -0.03
H -4.803 -0.339 3.329 0.05 -0.12 0.06
H -3.731 -2.453 -1.012 0.02 -0.10 0.07
H -2.311 -6.583 1.357 -0.02 0.13 -0.05
H -1.913 -7.806 3.461 0.00 0.01 0.00
H -2.312 -6.696 5.635 0.00 0.01 -0.01
H -3.140 -4.373 5.702 -0.05 0.10 -0.08
C 1.299 -1.617 -3.262 -0.02 -0.05 0.04
C 0.837 -2.616 -2.411 0.02 0.06 -0.03
C 1.680 -3.645 -2.025 -0.16 0.03 0.05
C 2.986 -3.685 -2.498 0.07 0.09 -0.11
C 3.442 -2.694 -3.371 -0.01 -0.12 0.09
C 2.597 -1.655 -3.742 -0.13 0.11 -0.03
C 4.822 -2.746 -3.927 0.08 0.25 -0.20
O 5.221 -1.883 -4.682 0.00 -0.03 0.02
C 5.700 -3.885 -3.541 -0.07 -0.10 0.08
C 6.972 -3.982 -4.091 0.18 -0.05 -0.05
C 7.804 -5.029 -3.732 -0.04 -0.03 0.05
C 7.372 -5.980 -2.812 -0.01 0.06 -0.04
C 6.103 -5.891 -2.265 0.14 -0.12 0.01
C 5.260 -4.850 -2.633 0.01 0.11 -0.08
C 3.886 -4.787 -2.061 -0.13 -0.22 0.22
O 3.509 -5.618 -1.262 0.02 0.01 -0.02
H 0.639 -0.809 -3.554 0.01 -0.01 0.00
H -0.182 -2.590 -2.046 0.01 0.00 0.01
H 1.323 -4.419 -1.360 0.12 -0.04 0.00
H 2.954 -0.880 -4.407 0.11 -0.07 0.00
H 7.309 -3.241 -4.803 -0.12 0.07 0.03
H 8.792 -5.105 -4.166 -0.01 0.01 0.01
H 8.026 -6.794 -2.527 -0.01 0.01 0.00
H 5.765 -6.633 -1.554 -0.12 0.07 -0.01